# 1
Density functional theory data (ωB97M-V with the def2-TZVPD basis set) for C28H34N5O5PSn as an isolated structure.

Values from the calculation:
LUMO level ... -6.24 eV
Kohn-Sham gap ... 7.90 eV
Energy above the lowest of the compared OMol25 structures with the same formula, charge and spin ... 0.0 kJ/mol
Net charge ... +2

Each line ends with the natural charge from an NBO analysis.
Element x y z (Å)
Sn  -0.84355  -0.40441  -1.80346  1.44
C  2.00333  -3.18971  0.47577  -0.70
C  1.37110  -2.20843  -0.44889  0.34
N  0.20588  -1.69745  -0.27009  -0.41
N  -0.46370  -1.94763  0.90641  -0.42
C  -1.56219  -1.24249  0.96757  0.58
O  -1.98934  -0.45236  0.03324  -0.85
C  -2.28963  -1.21063  2.26031  -0.16
C  -3.20862  -0.18096  2.48311  -0.22
C  -3.80001  -0.02889  3.73249  -0.21
C  -3.50054  -0.92496  4.74856  -0.18
C  -2.61532  -1.97361  4.51523  -0.19
C  -2.00099  -2.11293  3.28188  -0.16
C  2.10065  -1.73162  -1.64970  0.13
C  3.29240  -2.29985  -2.06507  -0.20
C  3.92710  -1.77898  -3.18658  -0.12
C  3.35158  -0.71411  -3.85493  -0.22
C  2.14898  -0.20971  -3.38170  0.07
N  1.54600  -0.69645  -2.30157  -0.51
H  1.40261  -3.31384  1.36989  0.27
H  3.01513  -2.88100  0.74345  0.25
H  2.08538  -4.15742  -0.02601  0.27
H  -3.49900  0.46137  1.65654  0.23
H  -4.51294  0.76697  3.90231  0.24
H  -3.97219  -0.82195  5.71646  0.24
H  -2.40713  -2.68579  5.30261  0.24
H  -1.30043  -2.91588  3.09885  0.25
H  3.71675  -3.14003  -1.53507  0.25
H  4.85747  -2.20807  -3.53296  0.25
H  3.81370  -0.28118  -4.73027  0.25
H  1.65228  0.61183  -3.88466  0.22
C  1.00889  4.71290  -1.26677  -0.66
C  1.49287  4.20658  0.07208  0.34
C  2.60606  3.19310  -0.04716  -0.65
C  1.81684  5.32339  1.03516  -0.64
O  0.29219  3.51574  0.76033  -0.87
P  -0.65399  2.41196  0.32148  2.69
O  -0.70374  1.49715  1.82886  -0.77
O  -0.23589  1.56637  -0.81758  -1.14
O  -2.11896  2.80231  0.46418  -0.89
C  -3.20260  3.32495  -0.49422  0.34
C  -2.67291  4.60290  -1.09938  -0.66
C  -4.37643  3.55317  0.42870  -0.64
C  -3.46457  2.24630  -1.51891  -0.66
H  1.82841  5.24370  -1.75147  0.25
H  0.18466  5.41390  -1.14487  0.23
H  0.70959  3.89242  -1.92120  0.22
H  3.45117  3.67965  -0.53534  0.25
H  2.30343  2.33504  -0.64645  0.22
H  2.93071  2.85456  0.93482  0.23
H  2.66886  5.88231  0.64761  0.24
H  2.08293  4.92895  2.01459  0.23
H  0.97609  6.00721  1.13957  0.23
H  -2.40310  5.32157  -0.32603  0.23
H  -3.45282  5.04714  -1.71811  0.26
H  -1.81298  4.40879  -1.74236  0.21
H  -4.12329  4.26398  1.21365  0.24
H  -4.70817  2.61790  0.87903  0.22
H  -5.20421  3.96142  -0.15095  0.25
H  -2.61871  2.12974  -2.19837  0.21
H  -4.32643  2.54221  -2.11767  0.26
H  -3.69187  1.29409  -1.04024  0.24
N  4.45394  -2.11408  3.98884  -0.20
C  3.55158  -1.47288  3.68661  0.22
C  2.43700  -0.65885  3.29112  -0.19
C  1.32758  -0.48737  4.11999  -0.02
C  0.26236  0.27244  3.66997  -0.28
C  0.40672  0.77078  2.39497  0.49
N  1.41975  0.66311  1.59594  -0.45
C  2.45547  -0.04146  2.04596  0.10
H  1.30407  -0.94302  5.10054  0.25
H  -0.62528  0.44009  4.26512  0.27
H  -1.58535  1.07453  2.03897  0.61
H  3.31749  -0.12303  1.39480  0.23

# 2
Density functional theory data (ωB97M-V with the def2-TZVPD basis set) for C28H34N7O2STi as an isolated structure.

Values from the calculation:
LUMO level ... -10.55 eV
Kohn-Sham gap ... 5.82 eV
Energy above the lowest of the compared OMol25 structures with the same formula, charge and spin ... 0.0 kJ/mol
Net charge ... +3

Each line ends with the Mulliken charge.
Element x y z (Å)
Ti  10.22546  7.83462  13.99997  -0.70
N  10.40097  9.92485  14.96786  -0.38
N  11.49893  10.13368  15.84286  -0.38
C  12.48316  9.29237  15.85895  0.97
N  13.61601  9.64452  16.49718  -0.44
S  12.42200  7.82307  14.93220  -0.54
H  10.35945  10.63122  14.22112  0.47
H  9.51542  10.06023  15.52961  0.32
H  11.60784  11.00087  16.36196  0.27
H  13.65754  10.39037  17.17533  0.22
H  14.39738  8.98308  16.50952  0.27
O  11.39428  12.38740  9.11530  -0.50
C  12.37722  11.33406  9.22086  -0.63
C  11.81569  10.28086  10.16263  0.17
C  12.58123  9.16459  10.54191  -1.11
C  12.10723  8.20537  11.44261  -0.34
N  10.87865  8.36807  12.02620  0.38
C  10.09086  9.42633  11.52439  0.55
C  10.48409  10.33563  10.59287  -0.67
C  8.77100  9.41119  12.13041  0.85
C  7.73133  10.26578  11.59553  -0.75
C  6.43668  10.25205  12.15861  0.14
C  5.28234  11.12529  11.69156  -0.45
O  5.66168  11.59963  10.41410  -0.51
C  6.24141  9.23751  13.10800  -1.04
C  7.28824  8.37497  13.54473  -0.43
N  8.54764  8.46703  13.02730  0.70
H  11.72413  13.01606  8.44704  0.34
H  13.24820  11.63424  9.72385  0.39
H  12.61594  10.88393  8.22813  0.41
H  13.51469  8.96077  10.07334  0.51
H  12.82951  7.50403  11.86974  0.54
H  9.84296  11.11499  10.26725  0.86
H  7.96648  11.13539  10.89588  0.28
H  5.19892  12.00575  12.42698  0.30
H  4.40967  10.44094  11.62844  0.38
H  4.93550  12.07215  9.97694  0.34
H  5.34229  9.16582  13.67186  0.50
H  7.06187  7.63450  14.31033  0.69
C  6.02736  8.52458  17.76393  -1.26
C  7.17032  9.32520  17.09899  -0.12
C  8.52666  8.91397  17.68446  -0.05
C  9.01382  9.58682  18.78795  -0.59
C  10.21515  9.22774  19.41848  -1.47
C  10.85565  8.06558  19.05767  -0.53
C  10.42633  7.32934  17.95568  1.11
C  11.16729  6.05902  17.51217  0.41
C  12.28423  5.59293  18.41673  -1.75
C  9.35441  7.87119  17.18950  -0.63
N  9.04749  7.41903  15.92351  1.61
C  8.68103  6.13524  15.81400  -0.50
C  9.08221  5.34797  14.68388  -0.28
C  8.83568  4.02894  14.39089  -0.64
C  9.56212  3.72104  13.21097  -0.94
C  10.17583  4.84962  12.79969  -0.45
N  9.96511  5.89034  13.74376  1.00
H  5.02632  8.96587  17.51854  0.40
H  6.15680  8.42522  18.85273  0.35
H  6.00701  7.49404  17.36157  0.28
H  6.97036  10.38403  17.36826  0.68
H  7.17432  9.20034  16.03875  -0.47
H  8.32342  10.34502  19.14378  0.55
H  10.67254  9.73484  20.24155  0.51
H  11.74670  7.71614  19.64789  0.37
H  11.47056  6.22045  16.43048  -0.14
H  10.47521  5.21772  17.33375  0.37
H  13.00601  6.40924  18.42330  0.44
H  12.73523  4.72953  17.83058  0.37
H  12.03074  5.29682  19.43248  0.35
H  8.10883  5.71162  16.60309  0.50
H  8.15773  3.41544  14.97681  0.57
H  9.49951  2.80579  12.64067  0.46
H  10.74739  5.09399  11.89393  0.51

# 3
Density functional theory data (ωB97M-V with the def2-TZVPD basis set) for C28H35AsBBr2IN6O10P as an isolated structure.

Values from the calculation:
LUMO level ... 0.19 eV
Kohn-Sham gap ... 3.30 eV
Net charge ... -1

Each line ends with the Mulliken charge.
Element x y z (Å)
C  5.21927  -0.44042  0.28712  -0.87
C  4.15471  0.62299  0.09980  -0.03
Br  5.13529  2.35915  0.22304  -0.24
C  3.41493  0.41347  -1.20243  -0.60
Br  2.64752  2.06052  -1.93336  -0.20
As  1.93713  -1.07098  -0.94128  0.24
C  0.60266  -2.61958  -0.61077  -0.96
N  0.83949  -3.14728  0.74655  -0.35
B  0.47098  0.30408  -0.34028  0.41
N  0.25976  0.68778  1.06694  -0.59
O  -0.38394  0.87468  -1.26114  -0.60
P  3.59226  -2.64241  -1.92970  0.08
O  2.68964  -3.37269  -3.14907  -0.59
I  4.09494  -4.47357  -0.34400  -0.30
H  5.42882  -0.56137  1.34635  0.35
H  4.89875  -1.40783  -0.08191  -0.09
H  6.14403  -0.15283  -0.19877  0.45
H  3.46086  0.64542  0.93198  0.41
H  4.13456  0.08925  -1.94731  0.49
H  2.49057  -1.28688  0.52031  0.07
H  1.43392  -0.90317  -2.47284  -0.03
H  0.70636  -3.43291  -1.32384  0.53
H  -0.40799  -2.20447  -0.61072  0.35
H  0.05895  -2.95894  1.35179  0.03
H  1.05701  -4.13119  0.72366  0.20
H  -0.28555  1.55056  1.04755  0.23
H  -0.37758  -0.00515  1.45616  0.21
H  -0.51177  0.26478  -1.99974  0.28
H  2.28786  -2.64194  -3.64630  0.33
C  1.71484  4.48933  -4.63829  -0.25
C  1.61663  5.33694  -5.73416  -0.44
C  1.18089  6.64072  -5.56892  -0.38
C  0.85256  7.07488  -4.29790  0.13
C  0.93888  6.24547  -3.19440  -0.67
C  1.37302  4.94243  -3.37209  -0.12
N  0.40730  8.46460  -4.11599  1.01
O  0.32034  9.16784  -5.10588  -0.63
O  0.15065  8.83692  -2.98790  -0.61
H  2.06081  3.47184  -4.76468  0.39
H  1.88304  4.98173  -6.72015  0.37
H  1.10088  7.30689  -6.41425  0.44
H  0.67381  6.60650  -2.21244  0.43
H  1.45185  4.27196  -2.52762  0.21
C  -4.62378  -1.24198  4.67708  0.16
C  -4.76927  -1.12764  3.30241  -0.43
C  -4.05127  -1.95440  2.45424  -0.41
C  -3.19520  -2.88972  3.00442  -0.03
C  -3.02888  -3.01732  4.36987  -0.31
C  -3.75117  -2.18368  5.20799  -0.65
N  -2.44156  -3.78102  2.10628  1.00
O  -2.58812  -3.63250  0.91048  -0.57
O  -1.71659  -4.61273  2.61572  -0.59
H  -5.18313  -0.59736  5.32758  0.11
H  -5.44592  -0.39110  2.89144  0.40
H  -4.15559  -1.87101  1.38294  0.48
H  -2.34843  -3.75226  4.77230  0.47
H  -3.63384  -2.27072  6.27962  0.36
C  6.54160  -5.78895  -6.02966  -0.40
C  6.50846  -4.92481  -7.11711  -0.37
C  6.30171  -3.56969  -6.92047  -0.48
C  6.13855  -3.10554  -5.62964  0.06
C  6.16047  -3.94702  -4.53358  -0.11
C  6.36308  -5.30157  -4.74247  -0.60
N  5.93047  -1.66575  -5.39733  1.00
O  5.85412  -0.93127  -6.36772  -0.64
O  5.83784  -1.32179  -4.24215  -0.55
H  6.70471  -6.84727  -6.18752  0.37
H  6.64365  -5.30718  -8.11984  0.36
H  6.27053  -2.88771  -7.75681  0.44
H  6.01151  -3.55500  -3.53568  0.43
H  6.37929  -5.97477  -3.89668  0.40
C  -9.61954  2.68025  8.93464  -0.43
C  -9.94230  1.54773  8.19953  -0.44
C  -9.05797  1.05901  7.25263  -0.28
C  -7.85865  1.71800  7.06279  0.10
C  -7.51965  2.84948  7.77938  -0.36
C  -8.41210  3.33136  8.72222  -0.43
N  -6.90641  1.19265  6.07131  1.03
O  -7.23503  0.20636  5.43836  -0.60
O  -5.84691  1.77002  5.94334  -0.59
H  -10.31131  3.05642  9.67647  0.37
H  -10.88353  1.04241  8.36493  0.36
H  -9.29865  0.17964  6.67486  0.44
H  -6.57703  3.34657  7.60741  0.44
H  -8.16308  4.21472  9.29333  0.37

| no. | total energy (hartree) | maximum force (eV Å⁻¹) | HOMO energy (eV) |
| --- | --- | --- | --- |
| 1 | -2292.62988 | 0.136 | -14.14 |
| 2 | -2867.89654 | 4.906 | -16.37 |
| 3 | -10216.25747 | 1.961 | -3.10 |